Entry from the Open Molecules 2025 dataset: 2 unconnected molecules or ions with the total composition C4H12N3 (wB97M-V/def2-TZVPD).

Geometry as XYZ:
```
19
Properties=species:S:1:pos:R:3:forces:R:3
C 1.13556 -0.98164 -0.34433 0.170 0.233 0.004
C 0.55754 -1.63404 0.66388 -0.015 -0.603 -0.059
N 0.77834 -1.44761 2.04511 -0.185 0.161 -0.197
N 0.93236 -1.36927 -1.70637 0.064 0.007 0.157
H 1.85413 -0.17967 -0.17382 0.025 -0.099 0.285
H -0.09710 -2.47126 0.42729 -0.065 0.172 -0.223
H 1.73095 -1.63666 2.31253 0.331 0.310 -0.015
H 0.21678 -2.09767 2.56833 -0.172 -0.036 0.169
H 1.76732 -1.22000 -2.26023 -0.056 -0.088 0.049
H 0.18675 -0.86434 -2.15337 -0.248 0.067 -0.195
C -0.32422 2.65307 -0.25952 -0.260 0.099 0.077
C -1.86375 0.87088 0.26380 0.912 0.002 0.134
N -1.29573 1.60724 -0.60549 -0.214 -0.317 -0.042
H -0.59977 3.56816 -0.77794 0.116 -0.039 -0.109
H 0.67545 2.32121 -0.52741 0.003 0.001 -0.092
H -0.39684 2.82317 0.81060 0.137 -0.009 0.019
H -1.54864 1.03601 1.28839 -0.367 -0.094 0.126
H -2.53653 0.06705 0.00386 -0.109 0.069 -0.191
H -1.46871 1.42483 -1.59327 -0.068 0.164 0.104
```
Positions in Å, forces in eV/Å.

Calculated values
Frontier orbital gap, Eh: 0.241
Net charge: +1
Energy relative to the best compared isomer or geometry (same formula, charge and spin), kcal per mole: 69.8
Strongest force on any atom, eV Å⁻¹: 0.9
HOMO, eV: -11.59

---

Entry from the Open Molecules 2025 dataset: 4 unconnected molecules or ions with the total composition C10H21Cl4N3O3 in a non-equilibrium geometry (wB97M-V/def2-TZVPD).

Geometry as XYZ:
```
41
Properties=species:S:1:pos:R:3:forces:R:3
C 1.27371 -4.91052 -5.98047 1.137 -0.717 -1.003
O 2.12398 -5.21469 -6.80475 -1.236 -0.104 0.367
N 1.65066 -4.03512 -5.00222 0.275 1.179 2.519
C 0.68724 -3.70437 -3.93125 0.500 1.068 -0.405
C 2.98828 -3.39822 -4.91950 0.253 0.121 -1.307
H 0.24895 -5.28188 -5.82497 0.242 -0.164 -0.581
H -0.36476 -3.84211 -4.18107 0.258 -0.235 -0.464
H 0.90447 -2.65080 -3.75546 -0.376 0.220 0.155
H 0.85625 -4.14210 -2.94742 0.563 -0.580 -0.136
H 3.73437 -3.90160 -4.30464 -0.658 -0.247 0.851
H 3.53763 -3.42812 -5.86046 -0.704 -0.287 -0.513
H 2.89250 -2.33674 -4.69105 -0.280 -0.272 0.559
C -3.36748 0.35752 2.41438 -1.153 -1.488 -0.704
O -4.40706 -0.15922 1.97148 1.571 0.983 0.715
N -2.28831 -0.36623 2.81713 0.694 -1.025 0.053
C -1.04271 0.30785 3.20329 -0.982 0.621 0.386
C -2.24738 -1.85829 2.74463 -0.490 1.315 -0.371
H -3.20407 1.44302 2.49906 -0.134 -0.038 0.057
H -1.35455 1.23094 3.69191 0.267 0.124 -0.030
H -0.41557 0.58292 2.35528 0.082 -0.265 -0.089
H -0.46191 -0.24367 3.94262 -0.170 -0.286 -0.179
H -2.41604 -2.30518 3.72440 0.299 0.044 0.055
H -3.04545 -2.21529 2.09369 0.024 0.197 -0.033
H -1.28203 -2.12447 2.31410 0.015 -0.230 0.215
C -1.05213 4.20424 3.58618 2.095 4.243 0.039
O -1.98084 3.49101 3.65913 -2.153 -2.846 -0.318
N -0.34833 4.61313 2.48951 1.875 -1.075 -0.646
C -0.48623 3.90991 1.21434 -0.985 0.008 0.210
C 0.74686 5.63603 2.53942 -1.578 0.327 -0.678
H -0.80057 4.89873 4.40264 0.338 -0.251 0.561
H -1.16112 3.05787 1.29582 -0.206 0.117 0.453
H 0.42367 3.47259 0.80332 0.363 0.601 0.096
H -0.98822 4.60719 0.54358 0.394 -0.133 -0.528
H 0.42028 6.43848 3.20086 0.356 -0.189 0.301
H 1.79698 5.37270 2.66596 -0.260 -0.806 0.642
H 0.75725 6.10132 1.55377 -0.247 0.055 -0.144
C 1.55335 -0.71568 -0.73680 0.109 0.024 0.930
Cl 0.39109 -2.00614 -0.52497 -0.491 -0.580 -0.432
Cl 2.93554 -1.14216 0.30835 0.114 0.276 -0.706
Cl 1.97341 -0.49157 -2.45205 0.197 -0.099 0.315
Cl 0.81810 0.74855 -0.11797 0.079 0.394 -0.211
```
Positions in Å, forces in eV/Å.

Calculated values
2S+1: 2
Frontier orbital gap (alpha / beta), Eh: 0.242 / 0.066
Net charge: +1
Strongest force on any atom, eV Å⁻¹: 4.7
HOMO (alpha / beta), eV: -10.60 / -10.60

---

Entry from the Open Molecules 2025 dataset: a molecular structure, C20H36NOP2Pt in a non-equilibrium geometry (wB97M-V/def2-TZVPD).

Geometry as XYZ:
```
61
Properties=species:S:1:pos:R:3:forces:R:3
P 0.41272 -2.10952 -1.46208 0.360 1.642 -3.746
P 0.32912 1.15442 -2.96609 -1.450 -0.808 -1.621
C -0.28284 -1.59168 -3.25019 0.412 -0.148 0.760
C 0.48723 -0.38902 -3.89929 -0.517 -0.056 -2.292
H -1.36418 -1.34449 -3.19863 0.663 -0.231 0.134
H -0.18516 -2.46367 -3.93094 -0.017 0.372 0.404
H 1.54242 -0.66737 -4.12478 -0.734 0.407 0.163
H -0.02287 -0.12074 -4.85404 0.533 -1.057 -0.075
C -1.35561 1.82188 -3.08515 -0.105 0.352 -1.665
H -1.60862 2.51013 -2.25403 0.513 -0.533 -0.251
H -2.05529 0.95928 -3.13080 0.334 0.738 0.036
H -1.47389 2.46186 -3.96962 -0.325 -0.152 -0.149
C 1.46727 2.53880 -3.33568 -0.234 -0.059 -1.331
H 1.07867 2.94377 -4.28148 0.637 0.305 0.084
H 2.49622 2.16741 -3.47947 -0.387 0.138 -0.004
H 1.49036 3.36986 -2.59498 -0.351 -0.880 -0.103
C -0.28375 -3.80567 -1.12236 0.159 -1.196 -1.086
H 0.26234 -4.09885 -0.20308 -0.266 -0.773 -1.052
H -0.10039 -4.51594 -1.93190 0.086 -0.340 -0.175
H -1.35851 -3.80142 -0.88521 0.346 0.130 -0.309
C 2.23785 -2.28163 -1.96596 -0.270 -0.356 -0.128
H 2.64063 -1.27421 -2.22234 -0.315 -0.687 0.361
H 2.41834 -2.95476 -2.84509 -0.433 0.564 0.578
H 2.80992 -2.71528 -1.12535 -0.315 0.394 -0.278
Pt -0.00153 -2.21547 0.68715 -0.666 -0.097 1.896
C 0.77792 3.13561 0.51669 1.056 0.837 -0.136
C -0.55023 3.26878 0.58645 0.340 -1.016 -0.363
C -1.37504 2.10574 1.04141 -1.599 -1.077 -0.987
C -2.07026 1.17807 -0.08466 -0.746 0.944 0.502
C -1.42012 0.01769 -0.68656 0.736 -1.050 -0.072
C 0.03954 -0.10099 -0.57415 1.302 -0.481 0.610
C 0.84252 1.13040 -0.90907 0.600 0.737 2.686
C 1.46453 1.79924 0.36585 0.419 0.783 2.247
C 0.10915 -3.73492 1.92324 -0.234 -1.437 1.849
H 1.41994 4.00713 0.30999 -0.497 -0.236 -0.195
H -1.13347 4.09151 0.16888 0.500 0.383 0.681
H -2.30843 2.57074 1.41006 0.576 -0.338 0.764
H -0.85050 1.46236 1.80042 -0.613 0.673 -0.650
H -3.03530 0.85854 0.33785 0.011 0.087 -0.007
H -2.33664 1.77838 -0.97565 -0.352 0.339 0.980
H -2.05622 -0.62605 -1.37833 0.968 0.751 1.114
H 0.51719 -0.40398 0.47875 -1.271 1.451 -2.054
H 0.08514 1.91091 -1.17589 1.108 0.092 0.639
H 1.78789 0.96012 -1.46411 -0.244 -0.109 0.339
H 1.36537 1.14204 1.24837 -0.061 0.300 -0.228
H 2.54848 1.90215 0.19747 -0.312 0.324 0.199
H 1.08961 -3.56987 2.37149 0.165 -0.322 0.327
H 0.07858 -4.73902 1.48176 0.014 0.078 0.135
H -0.64294 -3.71577 2.72079 0.062 -0.122 0.145
O 0.59285 -0.81530 2.24998 -0.048 0.898 2.939
N 0.14335 -0.52308 3.48506 0.323 1.707 -0.830
C -1.14137 -0.77894 3.86994 0.621 -0.351 -0.153
C -1.59284 -0.35261 5.10656 0.066 0.303 -0.169
C -0.80037 0.45949 5.91616 -0.287 -0.900 -0.069
C 0.49091 0.73978 5.49820 -0.023 0.454 -0.230
C 0.92147 0.33666 4.24865 -0.115 -0.790 -0.066
H -1.75871 -1.31920 3.14985 0.421 0.046 0.210
H -2.59823 -0.63730 5.38733 0.009 0.156 0.027
H -1.18449 0.82619 6.85690 0.074 -0.017 0.040
H 1.13390 1.35442 6.12695 -0.063 -0.079 -0.370
H 1.86636 0.70342 3.82474 -0.566 -0.684 -0.006
```
Positions in Å, forces in eV/Å.

Calculated values
2S+1: 4
Frontier orbital gap (alpha / beta), Eh: 0.131 / 0.169
Net charge: 0
Energy relative to the best compared isomer or geometry (same formula, charge and spin), kcal per mole: 133.0
Strongest force on any atom, eV Å⁻¹: 4.1
HOMO (alpha / beta), eV: -3.81 / -4.65